133
Properties=species:S:1:pos:R:3:forces:R:3 method="wB97M-V/def2-TZVPD" spin_multiplicity=1 homo_lumo_gap_ha=0.0323
Hg 5.468 0.786 -1.325 -0.1975 -0.0255 0.0037
Hg -0.707 -5.120 -1.881 -0.4643 0.3893 -0.4206
O 4.223 -6.385 -0.564 3.5635 -0.2018 -0.5959
C 5.432 -6.588 -0.760 -2.4970 -1.8417 0.6089
O 6.011 -7.808 -0.723 -0.0219 1.3090 0.6239
B 7.468 -7.727 -1.057 -2.1141 0.1082 0.3372
O 7.757 -6.322 -1.278 -2.5589 1.9040 0.4881
C 6.515 -5.574 -1.118 0.9818 1.2766 -0.3862
O 6.271 -4.384 -1.230 1.7123 -2.9937 0.0742
O 7.533 -8.578 -2.286 0.6192 0.7746 0.1506
C 8.644 -9.194 -2.172 3.0327 -4.5291 -7.0662
O 9.238 -9.907 -3.080 -2.8915 3.2411 3.5301
C 9.207 -9.155 -0.813 4.4099 -4.1373 2.0905
O 8.407 -8.459 -0.100 -1.1018 1.9947 0.5610
O 10.169 -9.903 -0.499 -3.2420 3.1667 -0.4290
O 6.727 -6.103 -10.264 -0.3215 1.3569 4.4519
C 6.506 -5.759 -9.075 -0.4552 -1.3142 -5.9607
O 5.465 -5.041 -8.701 0.4886 -0.5169 1.2461
B 5.552 -4.962 -7.208 -0.2596 1.0826 -0.9085
O 6.689 -5.775 -6.813 -2.4628 1.3172 2.9478
C 7.221 -6.250 -7.831 4.1211 -4.5682 -1.4899
O 8.093 -7.117 -7.778 -1.2122 1.7806 -0.8590
O 5.909 -3.608 -6.841 -0.3221 0.6885 -0.4033
C 4.982 -3.093 -6.090 2.7884 3.3713 2.9940
O 5.156 -2.016 -5.505 -1.4641 -2.2050 -1.4469
C 3.957 -4.200 -5.786 -3.3916 2.1220 0.8558
O 4.251 -5.167 -6.552 0.9163 -2.6477 -0.9154
O 2.948 -4.043 -5.129 1.5628 -0.4290 -0.3798
P -3.992 -3.967 -4.308 -1.1696 3.0652 -2.3211
F -4.981 -5.180 -4.792 0.1035 0.8570 0.7897
F -3.959 -4.422 -2.823 0.2760 -2.2317 2.4912
F -2.764 -4.804 -4.711 2.7530 -2.8913 0.3696
F -2.879 -2.799 -3.823 -0.6463 0.3337 -0.4695
F -3.892 -3.447 -5.884 -1.3584 0.8866 1.3365
F -5.234 -3.000 -3.822 0.5743 -0.3238 -1.6499
C -0.517 0.987 1.217 0.1505 0.9829 -2.7528
F -0.391 0.492 2.400 -0.1173 -0.1632 0.9532
F -1.804 0.943 0.788 1.1233 0.3903 0.8133
F -0.026 2.274 1.165 -1.0127 -1.3511 0.4472
S 0.507 0.052 -0.044 1.9258 0.4605 -1.8144
O 0.458 0.811 -1.313 -0.3998 -0.9957 2.1432
O 1.879 0.023 0.504 -0.5160 0.6441 0.0421
O 0.081 -1.328 -0.089 -0.9436 -0.0509 0.0504
C 3.848 4.790 -4.101 0.1647 0.6823 0.6672
C 4.427 5.918 -3.158 -1.5395 1.1091 -0.8117
C 3.205 6.900 -3.121 0.5241 0.6736 0.7473
C 3.136 7.879 -1.964 -0.1347 -1.1935 1.9788
C 3.324 7.049 -0.587 -1.3376 0.5771 -2.5467
C 4.647 6.337 -0.529 0.8993 0.7707 0.9834
N 4.820 5.503 -1.799 -1.8278 0.6600 1.2427
O 5.961 4.761 -1.743 -0.0492 0.1441 -0.3938
C 5.787 7.420 -0.380 1.1578 -0.4409 -0.5902
C 4.667 5.449 0.791 0.0324 0.3917 -0.4030
C 5.546 6.687 -3.894 0.6047 -0.3310 0.0501
H 2.884 4.481 -3.697 0.2898 -0.4984 0.2297
H 4.483 3.947 -4.373 0.0840 0.1763 0.1954
H 3.553 5.357 -4.985 0.3164 -0.2121 -0.3081
H 3.163 7.567 -3.983 0.3892 -0.5826 -0.5615
H 2.249 6.377 -3.127 0.1704 -0.3347 0.1195
H 2.116 8.240 -2.101 -0.0455 0.3853 0.8298
H 3.788 8.752 -1.952 0.2386 -0.1973 -0.4330
H 2.604 6.236 -0.682 -0.5037 0.1217 0.4114
H 3.096 7.676 0.275 0.3027 -0.2503 0.0946
H 5.930 7.961 0.556 -0.9715 -0.4338 0.4522
H 6.757 6.928 -0.450 0.2429 -0.2285 -0.1853
H 5.828 8.227 -1.112 -0.4823 -0.2950 -0.4069
H 4.888 6.034 1.684 -0.0300 0.7058 -0.3131
H 3.669 5.065 1.001 0.1120 -0.4734 -0.3732
H 5.446 4.689 0.863 -0.2461 -0.2516 -0.6551
H 5.143 7.166 -4.786 0.0231 -0.5879 -0.2312
H 6.341 5.978 -4.124 0.1291 0.1852 -0.4042
H 5.996 7.537 -3.381 -0.1385 -0.1587 0.6508
H 6.569 5.495 -1.859 1.5697 -0.3026 -0.0254
C -1.507 8.542 4.992 -0.0955 1.5836 -1.0433
C -2.843 8.014 4.479 -1.9556 -0.5300 1.1513
C -2.966 6.537 4.809 0.2966 -1.2243 -0.5447
C -4.338 5.860 4.583 1.3446 1.7311 0.3184
C -5.464 6.619 5.342 0.3566 0.0052 -1.6382
C -5.424 8.220 5.174 0.2133 -2.8827 0.9274
N -4.017 8.657 5.313 0.9601 -0.4212 -0.2433
O -3.958 10.088 5.404 0.1173 -0.7537 -0.5707
C -6.043 8.531 3.806 0.2776 0.5932 0.7706
C -6.283 8.800 6.356 -0.0933 0.2776 -0.3495
C -2.850 8.267 2.942 -0.6028 1.2891 -0.1281
H -0.756 8.227 4.267 0.2151 -0.2580 0.3813
H -1.125 8.474 6.011 -0.6604 -0.7596 0.0867
H -1.597 9.613 4.809 0.3228 0.3247 0.0177
H -2.279 6.050 4.118 0.2812 -0.1660 -0.1219
H -2.544 6.305 5.787 -0.3083 0.2643 0.2966
H -4.204 4.790 4.742 -0.4923 0.0387 0.5712
H -4.511 5.932 3.509 -0.3094 0.1249 -0.1191
H -5.625 6.300 6.372 0.1526 0.0409 -0.0936
H -6.271 6.320 4.673 -0.9603 0.0573 0.9273
H -5.698 7.958 2.945 0.5711 -0.0202 0.2978
H -7.109 8.310 3.854 -0.1296 0.7026 0.0515
H -5.734 9.574 3.743 -0.8840 0.3126 -0.9481
H -5.891 8.648 7.362 0.9964 0.2697 -0.2356
H -6.515 9.852 6.188 0.3147 0.1145 0.1327
H -7.258 8.352 6.550 -0.1975 -0.5408 -1.0727
H -1.840 8.271 2.530 0.0231 0.0272 0.1779
H -3.282 9.256 2.786 0.4270 0.4794 0.0992
H -3.453 7.728 2.212 -0.1838 -0.9833 0.7593
H -3.555 10.191 6.269 0.0055 0.2959 0.1365
C -4.069 -5.588 2.513 0.0690 0.1145 -1.4804
C -4.763 -7.013 2.505 1.4301 1.0743 0.2427
C -6.265 -6.710 2.584 -1.4918 -1.8337 -0.7558
C -7.293 -7.885 2.155 1.6858 0.4155 -1.6088
C -6.719 -8.337 0.756 -2.2228 1.4178 0.7811
C -5.325 -8.826 0.814 0.8862 1.3989 -2.7076
N -4.347 -7.689 1.236 -2.6976 -0.6754 -0.0855
O -3.022 -8.018 1.099 -0.8418 0.3036 0.1555
C -5.215 -9.999 1.639 1.2430 -4.1938 1.6846
C -5.011 -9.298 -0.619 0.3646 1.8771 -0.7855
C -4.309 -7.784 3.757 0.5376 -0.8961 0.9282
H -4.253 -5.083 1.565 -0.4868 -0.3646 -0.4772
H -2.980 -5.583 2.471 0.0555 -0.4460 0.8269
H -4.472 -4.824 3.178 0.0805 -0.6736 0.7606
H -6.432 -6.355 3.601 -0.1827 0.1802 -0.1692
H -6.501 -5.956 1.832 0.1244 0.3813 0.3362
H -8.293 -7.502 1.951 0.1019 0.3354 0.3776
H -7.414 -8.773 2.775 0.3574 0.3235 0.4654
H -6.869 -7.551 0.016 0.6798 0.7880 0.3009
H -7.368 -9.031 0.222 0.1104 -0.9432 0.6458
H -4.388 -10.097 2.343 -0.3636 0.7088 0.7062
H -6.141 -10.426 2.023 -0.0295 0.6674 0.6171
H -4.887 -10.853 1.047 -0.0533 -0.0253 -0.5878
H -5.549 -10.186 -0.952 0.3890 -0.2874 0.6625
H -5.393 -8.544 -1.307 0.2683 0.3089 -0.1585
H -3.929 -9.310 -0.745 -0.0935 -0.6349 -0.2196
H -3.299 -8.191 3.800 0.6665 0.6394 -0.6766
H -4.793 -8.727 4.010 -1.0590 0.3472 -0.2982
H -4.338 -7.155 4.647 -0.2719 0.2110 -0.1526
H -2.870 -8.579 1.863 0.8361 -0.4081 0.5364